1.
Formula: H31O15
Source: the Open Molecules 2025 dataset
Level of theory: ωB97M-V/def2-TZVPD

```
! wB97M-V def2-TZVPD RIJCOSX def2/J DEFGRID3
* xyz 1 1
O -1.73 -3.28 1.89
O 2.07 3.14 1.94
O 2.48 -0.08 -2.69
O -1.96 1.43 3.03
O 2.45 0.05 1.45
O 0.27 -1.16 -4.77
O -0.31 1.34 0.26
O -1.31 -0.65 1.30
O -0.48 -1.53 -1.52
O 1.42 2.99 -0.74
O -2.95 0.30 -0.30
O 0.92 -2.09 2.57
O -3.66 2.10 1.49
O 2.78 -2.44 -0.33
O -2.13 0.45 -3.64
H 2.54 -3.12 -0.97
H -2.65 0.95 -1.02
H 1.40 -2.88 2.27
H -1.96 -0.39 -4.07
H 1.84 2.63 2.72
H 2.56 -0.12 0.51
H -2.93 1.09 0.37
H -0.96 -3.59 1.36
H -1.71 -1.56 1.39
H 3.46 -2.98 0.13
H 2.86 0.07 -3.55
H -0.67 -1.23 -4.91
H -1.51 0.59 3.17
H 0.16 1.28 -0.59
H 3.04 3.12 1.81
H 1.81 2.20 -1.12
H -1.56 2.04 3.66
H 1.58 -1.38 2.41
H 3.33 0.27 1.84
H -0.35 -0.70 1.28
H -0.58 -1.64 -2.46
H 1.73 3.23 0.19
H -2.74 2.44 1.61
H 0.38 -1.09 -1.41
H -1.97 -0.16 0.27
H 0.51 -0.23 -4.92
H -1.49 -3.15 2.84
H -3.75 1.84 2.41
H -0.34 2.31 0.22
H -2.98 0.16 -3.27
H 3.08 -0.59 -2.12
*
```

Properties
Frontier orbital gap   10.694 eV
HOMO level   -13.60 eV
Relative energy (zero: lowest compared OMol25 entry of this formula, charge and spin)   260.4 kJ/mol
F_max   3.68 eV Å⁻¹
DFT total energy   -1146.90377 Ha

2.
Formula: C22H19CoN7O4S2
Source: the Open Molecules 2025 dataset
Level of theory: ωB97M-V/def2-TZVPD

```
! wB97M-V def2-TZVPD RIJCOSX def2/J DEFGRID3
* xyz 2 4
Co -0.54 -0.19 -0.45
S -0.62 -3.39 2.94
S -2.42 -3.47 -3.22
O -2.81 -0.07 0.02
O 1.73 1.04 0.85
O 2.08 3.19 1.12
O -4.31 0.40 1.62
N -0.57 1.47 -1.76
N -0.94 1.39 1.27
N 1.36 -0.44 -1.47
N -1.32 -1.80 -1.63
N -1.48 -1.01 -3.84
N 0.59 -0.97 2.87
N -0.50 -1.79 0.95
C -3.13 0.49 1.05
C -1.20 -2.91 0.52
C 1.61 0.68 -2.35
C -1.69 -1.95 -2.88
C -2.20 -3.94 -1.57
C -1.44 3.47 -2.74
C 0.58 1.64 -2.48
C -1.64 3.07 3.38
C 1.98 2.87 -4.06
C -2.18 1.40 1.77
C -0.06 2.23 1.80
C -1.61 -2.94 -0.88
C -1.38 -3.86 1.46
C -0.12 -1.92 2.20
C 1.32 2.11 1.22
C 0.77 2.74 -3.35
C 2.78 0.83 -3.05
C -0.30 3.66 -3.46
C -1.53 2.36 -1.90
C -2.57 2.21 2.83
C 2.97 1.93 -3.91
C -0.36 3.10 2.84
H -2.43 2.18 -1.31
H 2.10 -0.51 -0.78
H -2.49 -4.91 -1.23
H -1.92 -1.13 -4.73
H 3.90 2.03 -4.45
H -1.88 -4.81 1.38
H 1.62 4.00 1.38
H 1.15 -0.36 2.29
H 2.12 3.71 -4.72
H -3.59 2.16 3.20
H -1.91 3.71 4.21
H -4.88 -0.18 1.10
H 1.35 -1.31 -1.99
H -1.35 -0.06 -3.53
H 1.00 -1.23 3.74
H -0.19 4.52 -4.12
H -2.28 4.16 -2.82
H 3.56 0.09 -2.95
H 0.40 3.75 3.26
*
```

Properties
Frontier orbital gap (alpha / beta)   6.987 / 6.993 eV
HOMO level (alpha / beta)   -13.17 / -13.17 eV
Relative energy (zero: lowest compared OMol25 entry of this formula, charge and spin)   0.0 kJ/mol
F_max   0.15 eV Å⁻¹
Expectation value of S²   3.76
DFT total energy   -3712.86897 Ha

3.
Formula: C39H66GaN4O3
Source: the Open Molecules 2025 dataset
Level of theory: ωB97M-V/def2-TZVPD

```
! wB97M-V def2-TZVPD RIJCOSX def2/J DEFGRID3
* xyz 1 1
Ga -1.78 -1.01 -0.72
O -0.16 -1.50 -1.45
O -2.45 -0.07 -2.42
O -2.01 0.55 0.25
N -1.66 -2.25 0.96
N -1.75 0.41 -4.52
N -3.34 -2.26 -1.30
N -3.13 1.89 -3.30
C -0.96 -0.84 -4.51
C 0.53 2.63 5.71
C 4.10 -2.71 3.27
C -3.13 3.00 -4.26
C -4.04 2.06 -2.16
C -0.39 -3.00 0.90
C 3.89 -0.04 -2.73
C -1.19 0.82 1.31
C -0.95 -0.16 2.26
C 0.96 -1.57 -0.65
C -2.63 3.48 0.74
C 1.28 1.64 4.81
C 3.28 -1.23 -0.18
C 0.11 2.32 2.65
C 5.12 -0.72 2.24
C -2.43 0.75 -3.40
C -0.14 0.08 3.36
C 2.61 2.28 4.39
C -0.46 4.63 1.12
C 3.20 -1.85 1.07
C -4.58 -1.55 -0.92
C -2.80 -3.20 0.90
C -1.75 -1.44 2.21
C 0.44 1.32 3.58
C -3.15 -3.50 -0.54
C 2.22 -1.11 -1.08
C 0.87 -2.23 0.58
C -1.10 3.33 0.66
C 5.43 -2.95 1.20
C 1.52 0.70 -2.73
C 2.17 -1.64 -3.53
C -3.36 -2.63 -2.73
C 2.45 -0.51 -2.49
C -0.70 3.11 -0.81
C 1.96 -2.37 1.42
C -0.69 2.13 1.52
C 1.59 0.38 5.62
C -2.06 0.93 -5.87
C 4.43 -2.04 1.94
H 1.68 1.14 -3.72
H -1.00 3.99 -1.38
H 0.33 3.55 5.17
H 1.12 2.85 6.60
H 1.19 -2.11 -3.37
H 2.28 0.63 6.43
H 2.47 3.22 3.85
H -1.72 0.18 -6.59
H 0.49 0.45 -2.63
H -2.81 -1.19 2.30
H -3.28 3.93 -3.70
H -4.07 -3.44 -2.88
H 5.02 -2.83 3.85
H 2.96 -2.41 -3.46
H 6.28 -3.15 1.84
H -1.50 1.83 -6.12
H -2.55 -4.11 1.44
H 4.97 -3.93 0.96
H -0.07 -0.69 -5.12
H -0.79 4.91 2.13
H 3.39 -2.13 3.83
H -1.56 -1.66 -4.96
H 2.02 -0.38 4.97
H 4.60 -0.83 -2.59
H 0.38 2.96 -0.90
H 3.18 1.61 3.76
H 5.78 -2.49 0.28
H -4.60 -0.65 -1.55
H 6.08 -0.92 2.70
H -2.93 4.30 0.10
H -1.22 2.23 -1.20
H -3.13 1.08 -6.00
H -0.79 5.44 0.45
H -4.53 -1.20 0.12
H -3.12 2.59 0.41
H -0.24 -3.53 1.85
H 0.05 -0.74 4.06
H 0.63 4.57 1.10
H -3.63 -1.77 -3.34
H -3.64 1.53 -1.30
H -2.91 3.70 1.77
H -5.45 -2.18 -1.04
H -1.50 -2.08 3.07
H 4.17 0.79 -2.09
H 2.22 -1.22 -4.53
H 4.55 -0.11 2.92
H 3.20 2.52 5.28
H -5.05 1.70 -2.41
H -2.16 3.09 -4.72
H 0.68 -0.02 6.07
H -0.44 2.22 6.04
H -0.67 -1.10 -3.51
H 1.75 1.49 -2.00
H -0.55 -3.76 0.11
H 5.28 -0.14 1.36
H 1.84 -2.91 2.36
H 3.67 -3.71 3.14
H -3.66 -2.76 1.42
H -4.10 3.12 -1.95
H 0.50 3.30 2.84
H 4.26 -0.88 -0.49
H -4.05 -4.12 -0.59
H -3.92 2.89 -5.00
H -2.36 -4.03 -1.05
H -2.37 -2.97 -3.00
H 3.96 0.29 -3.78
*
```

Properties
Frontier orbital gap   8.144 eV
HOMO level   -10.04 eV
Relative energy (zero: lowest compared OMol25 entry of this formula, charge and spin)   0.0 kJ/mol
F_max   1.16 eV Å⁻¹
DFT total energy   -3895.14355 Ha

4.
Formula: C4H3NO
Source: the Open Molecules 2025 dataset
Level of theory: ωB97M-V/def2-TZVPD

```
! wB97M-V def2-TZVPD RIJCOSX def2/J DEFGRID3
* xyz 0 1
O 1.05 1.62 -0.77
N -0.20 -3.18 0.78
C -0.05 1.26 0.04
C -0.36 -0.16 -0.04
C -0.80 -2.71 -0.10
C -0.65 -1.32 -0.18
H -0.91 1.82 -0.34
H 0.10 1.55 1.09
H 1.82 1.11 -0.48
*
```

Properties
Frontier orbital gap   9.809 eV
HOMO level   -10.15 eV
SMILES string   N#CC#CCO
Relative energy (zero: lowest compared OMol25 entry of this formula, charge and spin)   286.9 kJ/mol
F_max   2.64 eV Å⁻¹
DFT total energy   -284.06382 Ha

5.
Formula: C26H42BrNOP2Zr
Source: the Open Molecules 2025 dataset
Level of theory: ωB97M-V/def2-TZVPD

```
! wB97M-V def2-TZVPD RIJCOSX def2/J DEFGRID3
* xyz 4 1
Zr 0.91 2.35 1.00
Br 3.16 3.52 0.88
P 1.88 1.29 -1.51
P -1.40 0.38 -0.23
O -1.29 3.05 1.55
N -1.96 -5.94 1.59
C 0.40 -1.42 3.31
C 3.24 0.88 2.94
C -2.54 -5.15 2.52
C -1.00 -1.26 -1.06
C 2.40 1.92 2.57
C 1.06 -0.11 3.38
C 3.87 3.13 -2.40
C 0.37 1.11 3.19
C -0.15 -4.36 1.30
C -2.44 1.21 -1.51
C -3.26 0.43 -2.53
C 1.22 2.31 3.16
C 4.18 -0.34 -2.15
C 1.61 1.08 -4.36
C -0.80 -5.60 1.01
C -2.68 -0.20 0.98
C 3.33 0.24 -1.01
C -2.16 2.89 2.73
C -2.01 -2.40 -1.09
C -0.16 -2.35 2.73
C 2.39 2.98 -2.08
C 1.11 0.53 -3.02
C -1.98 -3.89 2.86
C 2.50 -0.21 3.47
C -4.09 -0.57 0.51
C -0.74 -3.56 2.29
H 4.62 0.46 -2.77
H 2.93 -1.09 4.05
H 4.13 2.65 -3.35
H -2.67 -0.24 -3.16
H 0.76 -4.01 0.81
H 2.86 -0.60 -0.46
H -2.36 1.83 2.93
H 3.94 0.80 -0.27
H -2.87 -2.21 -1.75
H -2.47 -3.17 3.55
H 3.57 -1.01 -2.79
H -0.14 -1.62 -0.50
H 4.34 0.86 2.87
H 4.51 2.72 -1.61
H -2.39 -2.73 -0.09
H -4.14 -1.46 -0.12
H -0.70 -1.02 -2.07
H 1.38 2.16 -4.45
H 1.71 3.32 -2.89
H 2.19 3.65 -1.20
H 0.05 0.76 -2.90
H 4.11 4.20 -2.49
H -4.60 0.26 0.00
H -3.49 -5.47 2.98
H -1.72 1.84 -2.07
H -1.69 3.81 1.05
H -4.06 -0.14 -2.08
H 0.94 3.37 3.28
H -1.48 -3.29 -1.48
H -3.71 1.16 -3.21
H 5.00 -0.93 -1.72
H 1.10 0.55 -5.18
H -4.69 -0.78 1.41
H -3.11 3.39 2.53
H -1.61 3.37 3.55
H -0.64 1.10 3.50
H -2.81 0.61 1.70
H 2.70 0.93 -4.47
H 1.24 -0.55 -2.96
H -2.22 -1.05 1.50
H -3.08 1.90 -0.94
H -0.39 -6.28 0.26
*
```

Properties
Frontier orbital gap (alpha / beta)   3.354 / 3.353 eV
HOMO level (alpha / beta)   -19.03 / -19.03 eV
F_max   5.88 eV Å⁻¹
DFT total energy   -4447.84011 Ha

6.
Formula: C30H48GeN7S3ScSi
Source: the Open Molecules 2025 dataset
Level of theory: ωB97M-V/def2-TZVPD

```
! wB97M-V def2-TZVPD RIJCOSX def2/J DEFGRID3
* xyz 0 1
Ge 3.03 0.73 0.12
Sc -1.17 0.64 0.77
S 1.42 0.26 1.72
S -1.47 -1.48 2.55
S -0.17 2.68 2.15
Si -3.99 1.25 2.88
N 2.20 4.66 4.37
N -3.07 1.30 1.38
N 4.51 0.98 3.44
N -1.89 -3.95 1.60
N -1.15 -0.88 -0.80
N -3.28 -2.48 0.79
N -2.09 2.34 -0.38
C -4.30 3.81 -1.04
C -2.24 -2.66 1.60
C -4.37 2.93 0.01
C 4.43 -0.60 0.38
C -2.02 3.21 -1.40
C 3.54 1.60 3.38
C 2.92 0.48 -2.84
C -3.10 3.98 -1.75
C 2.33 2.35 3.24
C -2.84 1.15 4.35
C -5.16 -0.22 2.84
C -3.64 -3.69 0.06
C -2.14 -0.98 -1.78
C 6.80 -1.31 -0.23
C 2.26 3.62 3.86
C 3.14 -1.02 -3.01
C -1.97 -2.13 -2.50
C 4.03 -1.34 -4.20
C 8.05 -0.97 -1.02
C -0.71 3.27 -2.12
C -3.21 2.21 0.38
C -3.25 0.00 -1.99
C 1.30 1.88 2.47
C 2.08 0.83 -1.60
C 5.69 -0.27 -0.43
C -0.86 -2.81 -1.95
C -2.59 -4.71 0.56
C -5.01 2.81 3.17
C 0.78 -2.38 -0.05
C -0.39 -2.03 -0.92
H 6.06 0.71 -0.14
H 2.17 -1.50 -3.12
H -1.90 -4.99 -0.23
H 1.64 -1.74 -0.25
H -0.75 4.00 -2.93
H 1.20 0.18 -1.57
H -5.18 4.37 -1.33
H -5.30 2.77 0.54
H 7.84 -0.90 -2.09
H -4.47 3.72 2.87
H 4.66 -0.60 1.44
H 3.58 -1.43 -2.10
H -1.06 -4.25 2.07
H -0.47 2.29 -2.54
H 3.52 2.13 0.53
H 1.10 -3.40 -0.28
H 8.46 0.00 -0.71
H -5.19 2.89 4.24
H -5.98 2.80 2.67
H -2.59 -2.45 -3.33
H 4.06 -1.59 0.12
H -3.91 -0.40 -2.76
H -0.43 -3.75 -2.27
H -3.03 4.68 -2.57
H -2.28 2.08 4.44
H -5.79 -0.20 1.94
H -5.83 -0.22 3.71
H -3.59 -1.56 0.55
H -3.05 -5.60 0.98
H -3.85 0.18 -1.10
H 3.89 1.00 -2.80
H 3.60 -0.97 -5.13
H -4.61 -1.16 2.85
H 5.46 -0.21 -1.50
H -4.65 -4.00 0.31
H 0.08 3.55 -1.43
H 1.72 1.85 -1.65
H -3.55 -3.52 -1.01
H 6.42 -2.29 -0.53
H 8.83 -1.72 -0.88
H 7.03 -1.37 0.83
H 5.02 -0.89 -4.09
H -2.90 0.97 -2.35
H 0.55 -2.33 1.01
H -3.44 1.03 5.26
H 2.42 0.87 -3.73
H -2.13 0.33 4.31
H 4.17 -2.42 -4.31
*
```

Properties
Frontier orbital gap   7.845 eV
HOMO level   -7.71 eV
F_max   0.47 eV Å⁻¹
DFT total energy   -5877.17804 Ha

7.
Formula: C20H21N3O4S2
Source: the Open Molecules 2025 dataset
Level of theory: ωB97M-V/def2-TZVPD

```
! wB97M-V def2-TZVPD RIJCOSX def2/J DEFGRID3
* xyz 0 1
S -4.13 -1.37 3.20
S 1.14 2.18 -3.71
O -0.23 1.95 -4.05
O 1.74 3.44 -4.02
O -0.70 -1.11 0.05
O -0.17 -1.55 4.21
N 2.04 1.02 -4.50
N -1.26 -2.32 2.38
N 1.88 1.29 2.14
C 1.72 1.50 0.79
C 1.60 -0.35 -4.38
C -3.53 -2.97 2.92
C 2.43 2.50 0.11
C 1.16 0.33 2.75
C 3.68 -0.04 -3.14
C -5.79 -3.18 2.48
C 0.62 0.93 -1.30
C -0.40 -1.50 3.01
C 3.46 1.03 -4.23
C -2.08 -3.27 3.09
C 2.50 -1.01 -3.32
C 1.35 1.90 -1.94
C 0.28 -0.50 2.13
C 0.81 0.70 0.07
C 2.25 2.69 -1.24
C -4.53 -3.81 2.54
C 0.04 -0.38 0.71
C -5.73 -1.87 2.81
C 2.79 2.11 2.91
H 1.96 -1.15 -2.38
H 1.30 0.20 3.81
H -1.79 -3.20 4.14
H 1.73 -0.84 -5.35
H 3.81 2.00 2.54
H -6.70 -3.68 2.20
H 0.54 -0.35 -4.13
H 2.76 1.78 3.95
H 3.99 0.75 -5.15
H -1.40 -2.18 1.38
H 4.64 -0.54 -3.27
H -6.52 -1.15 2.84
H 2.50 3.16 2.87
H -0.11 0.34 -1.82
H 3.66 0.42 -2.15
H 3.12 3.14 0.64
H 2.78 3.46 -1.78
H 3.76 2.03 -3.93
H -1.88 -4.29 2.73
H -4.38 -4.85 2.31
H 2.83 -1.99 -3.66
*
```

Properties
Frontier orbital gap   8.346 eV
HOMO level   -8.62 eV
SMILES string   Cn1cc(C(=O)NCc2cccs2)c(=O)c2cc(S(=O)(=O)N3CCCC3)ccc21
Relative energy (zero: lowest compared OMol25 entry of this formula, charge and spin)   84.4 kJ/mol
F_max   1.21 eV Å⁻¹
DFT total energy   -2036.36345 Ha

8.
Formula: C4H12N2O
Source: the Open Molecules 2025 dataset
Level of theory: ωB97M-V/def2-TZVPD

```
! wB97M-V def2-TZVPD RIJCOSX def2/J DEFGRID3
* xyz 0 1
O 1.75 1.40 -1.43
N -2.10 -1.36 -0.69
N 0.77 1.36 1.29
C -0.15 -0.86 0.95
C 0.16 0.53 0.32
C 1.19 0.24 -0.86
C -1.62 -1.20 0.65
H 1.71 1.28 -2.37
H 0.41 2.33 1.17
H -2.90 -1.97 -0.67
H -1.45 -1.94 -1.29
H -0.75 0.98 0.03
H 1.80 1.38 1.07
H -2.20 -0.29 1.18
H 1.96 -0.51 -0.47
H 0.52 -0.25 -1.68
H 0.61 -1.63 0.64
H -0.01 -0.74 2.05
H -1.87 -2.08 1.23
*
```

Properties
Frontier orbital gap   9.743 eV
HOMO level   -8.87 eV
SMILES string   NCC[C@@H](N)CO
Relative energy (zero: lowest compared OMol25 entry of this formula, charge and spin)   217.6 kJ/mol
F_max   3.61 eV Å⁻¹
DFT total energy   -344.30213 Ha